(1)
{
  "formula": "CF2N2",
  "method": "the ωB97M-V functional and the def2-TZVPD basis",
  "relative_energy_kcal_mol": 171.6,
  "gap_ev": [6.36, 6.32],
  "species": ["F", "N", "C", "F", "N"],
  "positions_angstrom": [[-0.660, -1.397, 0.701], [1.689, 0.600, -0.790], [0.651, 0.100, -0.469], [-1.829, 0.905, 1.250], [-0.515, -0.394, -0.225]],
  "forces_ev_per_a": [[1.4, 1.5, -1.4], [-3.1, -1.4, 0.7], [4.6, 1.6, 0.4], [1.7, -1.0, -1.6], [-4.6, -0.6, 1.8]],
  "nbo_charge": [-0.092, -0.071, 0.292, -0.373, 0.243]
}

(2)
{
  "formula": "C19H18N4O2S",
  "method": "the ωB97M-V functional and the def2-TZVPD basis",
  "relative_energy_kcal_mol": 355.9,
  "smiles": "CCCOC(=O)c1c(N)n(Cc2cccs2)c2nc3ccccc3nc12",
  "gap_ev": 7.49,
  "species": ["C", "O", "O", "H", "H", "C", "C", "H", "H", "N", "H", "C", "H", "H", "C", "C", "H", "C", "C", "C", "H", "S", "C", "H", "C", "C", "C", "N", "C", "H", "N", "H", "C", "H", "C", "C", "N", "H", "H", "C", "H", "C", "H", "H"],
  "positions_angstrom": [[-1.370, 3.614, -2.528], [2.742, -2.085, 0.903], [3.289, -1.125, -1.063], [5.816, -2.827, 1.580], [-1.373, 4.940, -4.318], [3.680, -2.806, 0.735], [0.808, 0.714, -0.653], [1.722, 2.155, -4.227], [0.532, 4.187, -5.281], [0.224, -1.339, 2.283], [-2.316, 1.537, 1.437], [-4.277, -2.526, 1.538], [-0.533, -1.649, 2.680], [4.562, -2.756, 3.791], [-3.729, -0.732, 0.324], [-0.567, 2.654, -1.983], [3.586, -3.783, 1.281], [2.672, -1.070, 0.011], [0.499, 2.129, -2.293], [0.218, 3.743, -4.195], [5.235, -1.045, 1.006], [-2.968, -1.810, 2.528], [-0.432, 1.012, -0.363], [1.259, -2.003, 2.000], [-1.120, 4.130, -3.825], [4.945, -2.060, 1.397], [4.704, -1.791, 2.998], [-0.760, 0.435, 0.924], [1.273, -0.487, 0.025], [-2.538, 3.866, -2.133], [1.184, 1.166, -1.860], [4.210, -3.151, -0.405], [0.984, 2.614, -3.743], [-4.624, -3.476, 1.840], [-2.819, -0.427, 1.454], [-4.389, -1.959, 0.306], [-1.124, 2.075, -0.668], [-3.649, -0.099, -0.632], [-5.280, -2.137, -0.329], [0.368, -0.460, 1.024], [-1.566, 0.798, 2.946], [-1.784, 0.612, 1.811], [5.704, -1.354, 3.426], [3.905, -1.302, 3.143]],
  "forces_ev_per_a": [[-5.9, 3.4, -3.1], [-9.8, 7.2, 0.8], [-0.2, 1.3, 3.3], [-1.2, 1.6, -1.6], [-2.7, 3.6, -2.0], [14.8, -8.8, -1.5], [5.0, -3.1, -6.3], [3.1, -1.4, -1.7], [-0.4, -1.1, 2.7], [12.7, 2.5, -8.0], [0.8, -0.3, 0.7], [2.4, -0.5, 0.7], [-5.2, -2.3, 1.9], [0.4, 1.9, -2.7], [4.2, 3.8, -0.5], [-10.5, 1.5, 9.4], [-0.1, 0.8, -0.4], [-3.5, -0.7, -5.7], [8.3, 0.5, -11.8], [2.3, -2.2, -4.6], [-0.3, -1.4, -0.2], [-2.2, 0.2, -1.4], [-7.0, 4.8, 6.4], [-4.7, 1.8, 2.2], [5.1, -4.6, 6.0], [1.3, -2.4, 3.6], [7.1, -5.6, 0.2], [7.3, -2.4, -3.3], [2.1, 2.6, 1.1], [3.7, -1.0, -0.4], [3.5, -3.8, 4.3], [-2.6, 1.2, 2.7], [-6.5, 4.5, 4.6], [-0.6, -0.7, 0.4], [-3.2, -3.5, -0.8], [-1.9, 0.9, 1.7], [1.0, 0.3, -4.3], [-0.4, -0.7, 1.8], [1.1, -0.2, 0.1], [-5.9, -3.0, 7.4], [-0.1, -0.8, -2.2], [-3.8, 1.9, 0.3], [-2.2, -0.2, -0.8], [-5.6, 4.4, 1.3]],
  "nbo_charge": [-0.169, -0.509, -0.528, 0.214, 0.214, -0.052, 0.158, 0.207, 0.194, -0.861, 0.272, -0.352, 0.378, 0.185, -0.249, 0.050, 0.193, 0.759, 0.109, -0.227, 0.223, 0.361, 0.306, 0.429, -0.209, -0.447, -0.585, -0.404, -0.331, 0.233, -0.327, 0.193, -0.147, 0.224, -0.189, -0.279, -0.346, 0.230, 0.242, 0.492, 0.253, -0.291, 0.214, 0.168]
}

(3)
{
  "formula": "C4H14N",
  "method": "the ωB97M-V functional and the def2-TZVPD basis",
  "multiplicity": 2,
  "relative_energy_kcal_mol": 35.1,
  "gap_ev": [4.83, 11.54],
  "species": ["H", "H", "H", "C", "H", "H", "C", "H", "H", "H", "H", "H", "H", "C", "H", "H", "N", "H", "C"],
  "positions_angstrom": [[0.597, 0.043, 2.821], [0.086, 1.596, 2.411], [0.772, -1.646, -2.104], [0.111, -1.432, -2.886], [-0.263, -2.321, -3.382], [1.285, 0.876, 1.558], [1.800, 1.687, 3.382], [-1.532, -0.115, -3.207], [-2.124, -2.098, -1.378], [2.815, 1.237, 3.292], [1.719, 1.422, 4.449], [-0.437, 0.432, -1.929], [1.700, 2.764, 3.233], [-2.061, -0.963, -1.237], [-1.802, -0.795, -0.166], [0.443, -0.838, -3.703], [0.832, 0.926, 2.469], [-2.998, -0.366, -1.358], [-0.945, -0.408, -2.264]],
  "forces_ev_per_a": [[-0.8, -2.3, 0.8], [-1.9, 0.3, -0.4], [1.6, -0.6, 0.6], [-2.5, 1.5, 0.5], [-0.6, -0.3, 0.5], [0.2, -0.4, -1.1], [1.5, -1.5, 1.3], [0.6, 0.0, 1.4], [-0.5, 1.7, 0.1], [-0.5, 0.8, -1.0], [-1.2, 0.3, -0.4], [0.9, 1.5, 0.8], [0.2, -0.4, -0.2], [1.4, -0.1, -0.2], [0.2, -0.2, -0.7], [1.4, 0.3, -0.5], [2.5, 3.1, 1.0], [0.5, -1.0, -0.2], [-3.1, -3.1, -2.3]],
  "lowdin_spin": [0.112, 0.126, 0.008, 0.004, 0.000, 0.129, 0.192, 0.000, 0.000, 0.034, 0.027, 0.016, 0.037, 0.015, 0.023, 0.000, 0.266, 0.001, 0.011]
}